14 unconnected molecules or ions with the total composition C35H82Cl6O17 in a non-equilibrium geometry. Source: the Open Molecules 2025 dataset; level of theory: wB97M-V/def2-TZVPD.

XYZ file:
```
140
C35H82Cl6O17 (wB97M-V/def2-TZVPD)
C 24.7401 8.6460 -16.9234
C 24.9530 10.1033 -16.5356
C 24.9626 10.1014 -14.9509
O 24.1707 8.9756 -14.6157
C 24.1375 7.9727 -15.6514
H 25.6491 8.1317 -17.2353
H 24.1262 8.5939 -17.8226
H 24.1381 10.7537 -16.8535
H 25.8517 10.5648 -16.9448
H 24.4415 10.9546 -14.5165
H 25.9745 10.1407 -14.5477
H 23.1443 7.5489 -15.8003
H 24.7674 7.1340 -15.3550
C 6.6705 2.1264 -6.9308
C 7.7237 1.1498 -6.4700
C 8.6265 0.9911 -7.6377
O 7.7141 1.0295 -8.7173
C 6.4989 1.5397 -8.3068
H 7.0351 3.1509 -7.0056
H 5.7733 2.0769 -6.3137
H 7.3103 0.1854 -6.1752
H 8.2734 1.5228 -5.6058
H 9.3271 0.1564 -7.6184
H 9.2439 1.8842 -7.7354
H 5.7011 0.7971 -8.3157
H 6.3264 2.3625 -9.0005
C 11.7035 4.9824 -22.9680
C 11.8869 3.8669 -23.9966
C 13.1795 3.1939 -23.6688
O 13.2537 3.3470 -22.2555
C 12.5568 4.5380 -21.8205
H 10.6453 5.1288 -22.7512
H 12.0214 5.9043 -23.4548
H 11.8149 4.1877 -25.0358
H 11.1528 3.0753 -23.8466
H 13.9921 3.7479 -24.1388
H 13.2883 2.1671 -24.0180
H 13.3006 5.2548 -21.4726
H 12.0026 4.3772 -20.8958
C 8.7893 10.9231 -16.6717
C 9.7884 10.3710 -17.6369
C 10.2143 11.5840 -18.3698
O 8.9617 12.2365 -18.6391
C 8.1385 12.1112 -17.4562
H 9.2963 11.2014 -15.7478
H 8.0441 10.1842 -16.3772
H 9.2419 9.7439 -18.3413
H 10.6207 9.8560 -17.1573
H 10.6691 11.4791 -19.3548
H 10.8603 12.2409 -17.7874
H 7.1044 11.9537 -17.7628
H 8.1477 13.0059 -16.8338
C 21.8751 2.1261 -18.5113
C 20.6840 2.6537 -19.2403
C 19.6800 1.5277 -19.1629
O 20.5228 0.3309 -19.0753
C 21.9057 0.6830 -19.0045
H 21.7006 2.1217 -17.4354
H 22.8192 2.5886 -18.7994
H 20.8143 2.8064 -20.3116
H 20.2099 3.5760 -18.9047
H 18.8996 1.4408 -19.9189
H 19.1688 1.5830 -18.2018
H 22.3519 0.7261 -19.9981
H 22.4592 -0.0044 -18.3647
C 12.1892 -1.3762 -16.5899
C 11.5564 -1.4489 -18.0181
O 12.6174 -1.3845 -18.9750
O 12.9107 -2.5643 -16.3006
H 11.4231 -1.2751 -15.8211
H 12.8374 -0.5061 -16.4864
H 10.9298 -0.6139 -18.3316
H 11.0010 -2.3777 -18.1484
H 12.7541 -0.4731 -19.2439
H 13.4935 -2.7389 -17.0432
C 23.2575 5.8557 -7.1676
C 23.0445 6.5423 -5.8128
O 23.8470 6.0227 -4.7464
O 22.7340 4.5026 -7.2964
H 24.2948 5.8304 -7.5016
H 22.7748 6.4808 -7.9188
H 22.0023 6.6411 -5.5090
H 23.4496 7.5512 -5.8909
H 23.5150 5.1440 -4.5481
H 21.8082 4.5783 -7.5388
C 17.5639 -1.4595 -11.4849
C 18.7607 -1.3182 -12.4997
O 19.5344 -2.4599 -12.6254
O 18.0372 -1.4557 -10.1666
H 17.0317 -2.3889 -11.6880
H 16.8633 -0.6509 -11.6934
H 19.3899 -0.5211 -12.1036
H 18.3977 -1.1262 -13.5094
H 20.4586 -2.2012 -12.6017
H 18.8961 -1.8810 -10.1116
C 16.3277 5.3407 -13.6260
C 14.8371 5.1395 -13.5760
O 14.5732 4.2639 -12.5562
O 16.6304 6.2354 -12.6405
H 16.5838 5.9188 -14.5138
H 16.9339 4.4413 -13.5175
H 14.4000 4.7649 -14.5016
H 14.3564 6.1066 -13.4284
H 13.7398 3.8434 -12.7805
H 16.6397 5.6773 -11.8595
C 16.5182 4.0278 -6.0850
C 16.6958 3.3673 -4.7357
O 15.9994 2.1221 -4.5542
O 17.3581 3.6634 -7.1649
H 16.5818 5.1083 -5.9563
H 15.4698 3.8659 -6.3358
H 16.2979 3.9819 -3.9282
H 17.7344 3.1661 -4.4730
H 16.6423 1.4123 -4.6209
H 16.9970 2.7889 -7.3280
C 7.1155 3.4268 -14.6804
C 6.1110 2.4356 -15.2972
O 5.5243 1.5460 -14.4024
O 8.2114 2.7261 -14.0396
H 6.6475 4.0821 -13.9459
H 7.5840 4.0934 -15.4045
H 6.5856 1.9010 -16.1201
H 5.2540 2.9086 -15.7768
H 6.0340 0.7325 -14.4105
H 7.8624 2.2398 -13.2890
C 19.4745 12.0394 -11.3088
Cl 20.0667 11.6433 -9.6956
Cl 19.3497 13.7897 -11.6700
H 20.1610 11.5987 -12.0317
H 18.4803 11.5955 -11.2560
C 18.4020 10.4746 -18.7155
Cl 17.1544 11.5203 -18.0986
Cl 17.8827 9.6613 -20.1850
H 19.2006 11.1671 -18.9813
H 18.6759 9.7762 -17.9247
C 12.6177 9.2127 -8.7262
Cl 12.6777 9.7008 -6.9911
Cl 11.3025 10.0086 -9.5990
H 13.5733 9.3745 -9.2249
H 12.4260 8.1462 -8.8441
```

Output
- DFT total energy (eV) = -147557.813
- orbital gap (eV) = 9.40
- HOMO level (eV) = -9.5

---

A molecular structure, CHLiOY in a non-equilibrium geometry. Source: the Open Molecules 2025 dataset; level of theory: wB97M-V/def2-TZVPD.

XYZ file:
```
5
CHLiOY (wB97M-V/def2-TZVPD)
H 2.4368 0.5562 1.0453
O 3.9119 2.0636 1.5878
C 3.2611 1.1475 1.4093
Y 0.8614 -1.0118 0.1594
Li -1.5865 1.0153 -0.5969
```

Output
- DFT total energy (eV) = -4334.078
- orbital gap (alpha / beta) (eV) = 4.74 / 4.78
- HOMO level (alpha / beta) (eV) = -9.4 / -9.4
- energy relative to the best compared isomer or geometry (same formula, charge and spin) (kJ/mol) = 299.83
- net charge = +1

---

2 unconnected molecules or ions with the total composition C3HCl3O in a non-equilibrium geometry. Source: the Open Molecules 2025 dataset; level of theory: wB97M-V/def2-TZVPD.

XYZ file:
```
8
C3HCl3O (wB97M-V/def2-TZVPD)
O -0.3843 -1.2808 -0.9072
C 0.7031 -1.1299 -1.1843
Cl 1.1290 -0.8641 -3.2442
Cl 2.1831 -1.5251 -0.1292
C -0.5308 1.2030 2.0192
C -1.0968 1.1924 0.9462
Cl -1.9454 1.5999 -0.3941
H -0.0580 0.8046 2.8934
```

Output
- DFT total energy (eV) = -42738.298
- orbital gap (eV) = 8.55
- HOMO level (eV) = -10.3
- energy relative to the best compared isomer or geometry (same formula, charge and spin) (kJ/mol) = 303.21
- structure (SMILES) = O=C(Cl)Cl.C#CCl

---

A molecular structure, C35H69BrCl24NO2 in a non-equilibrium geometry. Source: the Open Molecules 2025 dataset; level of theory: wB97M-V/def2-TZVPD.

XYZ file:
```
132
C35H69BrCl24NO2 (wB97M-V/def2-TZVPD)
C -4.1486 3.5053 -3.3005
C -3.0559 2.5422 -3.7380
C -3.5811 1.1243 -3.9825
O -3.2773 0.3150 -2.8805
C -2.2899 -0.6657 -3.1425
Br -0.5512 0.2094 -3.8944
C -1.9841 -1.1895 -1.7260
C -0.6404 -1.8763 -1.5582
C 0.4162 -1.0021 -0.8762
C 1.7200 -0.9740 -1.6271
N 2.8552 -0.5119 -0.7953
C 2.7063 0.9062 -0.5019
C 4.0327 -0.6964 -1.5624
C 4.3063 0.1300 -2.7891
O 4.8125 -1.4789 -1.2174
H -3.7534 4.4842 -3.1246
H -4.6450 3.0854 -2.4460
H -4.9087 3.6204 -4.0714
H -2.4560 2.9413 -4.5474
H -2.3886 2.4720 -2.8930
H -4.6693 1.1987 -4.0222
H -3.2727 0.6993 -4.9277
H -2.8030 -1.8402 -1.4572
H -2.0546 -0.3240 -1.0525
H -0.8129 -2.7216 -0.8673
H -0.2675 -2.3262 -2.4650
H 0.5732 -1.2897 0.1556
H 0.0296 0.0071 -0.8352
H 1.6789 -0.3157 -2.4836
H 1.9413 -1.9625 -2.0114
H 1.7988 1.1032 0.0407
H 3.5396 1.2367 0.1054
H 2.6926 1.5482 -1.3859
H 4.5635 1.1416 -2.5240
H 5.1160 -0.3288 -3.3216
H 3.4700 0.1729 -3.4721
Cl -3.1971 -4.5319 1.9789
C -1.9786 -5.8088 1.7158
C -0.8936 -5.3731 0.7654
Cl -1.4885 -5.1843 -0.9020
H -2.4917 -6.6950 1.3526
H -1.5468 -6.0373 2.6884
H -0.1072 -6.1266 0.7371
H -0.4536 -4.4330 1.0623
Cl 4.6284 -5.0798 1.6008
C 4.4232 -3.5224 2.4299
C 5.5382 -3.2457 3.3993
Cl 5.4974 -4.3450 4.8096
H 3.4570 -3.5303 2.9267
H 4.4020 -2.7626 1.6638
H 5.4438 -2.2326 3.7849
H 6.5114 -3.3446 2.9260
Cl -4.8721 5.1917 -0.9550
C -3.8107 5.8336 0.3193
C -2.4838 6.2919 -0.2263
Cl -1.4916 4.9314 -0.7969
H -3.6850 5.0602 1.0744
H -4.3316 6.6772 0.7757
H -1.9145 6.7945 0.5558
H -2.6121 6.9847 -1.0540
Cl 0.5699 -8.5370 -0.6753
C 1.3165 -7.7145 -2.0446
C 0.7658 -8.0091 -3.3976
Cl 1.1301 -9.6676 -3.9562
H 2.3755 -7.9570 -2.0069
H 1.1874 -6.6524 -1.8419
H 1.2411 -7.3200 -4.0923
H -0.3108 -7.8784 -3.4621
Cl 2.9698 -5.2891 -4.2455
C 3.8641 -6.0160 -5.6023
C 3.5720 -5.3265 -6.9084
Cl 1.9025 -5.6133 -7.4611
H 3.6118 -7.0733 -5.6440
H 4.9221 -5.9260 -5.3650
H 4.2336 -5.7130 -7.6818
H 3.7209 -4.2526 -6.8332
Cl 2.5626 -4.8605 5.9524
C 2.9559 -5.0110 4.2173
C 2.2511 -3.9726 3.3855
Cl 0.4899 -4.2404 3.3180
H 2.6981 -6.0177 3.9002
H 4.0344 -4.8860 4.1241
H 2.6144 -4.0138 2.3594
H 2.4217 -2.9702 3.7690
Cl -6.5567 7.7631 -2.2825
C -8.3346 7.7458 -2.4007
C -8.9344 6.5197 -1.7682
Cl -8.5535 5.0376 -2.6790
H -8.6002 7.8249 -3.4517
H -8.6968 8.6352 -1.8870
H -10.0194 6.6113 -1.7469
H -8.5808 6.3876 -0.7505
Cl 0.5842 7.7489 -1.2660
C 1.6092 8.3443 0.0652
C 2.1552 7.2234 0.9063
Cl 0.8827 6.4135 1.8587
H 1.0242 9.0363 0.6568
H 2.4311 8.8936 -0.3909
H 2.8771 7.6198 1.6162
H 2.6501 6.4716 0.2974
Cl 8.6382 -4.5461 -1.3024
C 7.1785 -3.7012 -1.8881
C 5.9379 -4.5367 -1.7407
Cl 5.9152 -5.9380 -2.8306
H 7.3485 -3.4176 -2.9234
H 7.0779 -2.7975 -1.2965
H 5.0623 -3.9358 -1.9847
H 5.8183 -4.9157 -0.7265
Cl -1.9502 -5.2601 9.3000
C -1.1499 -4.6339 7.8322
C -1.8832 -5.0162 6.5747
Cl -1.7852 -6.7648 6.2443
H -0.1282 -5.0034 7.8231
H -1.1235 -3.5499 7.9247
H -1.4361 -4.5071 5.7220
H -2.9337 -4.7432 6.6247
Cl 2.3532 10.4347 2.4655
C 2.7685 9.4852 3.9194
C 1.5887 9.3122 4.8388
Cl 1.1061 10.8471 5.6060
H 3.5965 9.9813 4.4181
H 3.1086 8.5097 3.5768
H 1.8475 8.6230 5.6403
H 0.7275 8.9146 4.3086
Cl -8.8519 5.4447 3.8780
C -7.6527 4.1593 3.5728
C -6.6581 4.5491 2.5110
Cl -7.3979 4.6527 0.8976
H -8.1905 3.2560 3.2998
H -7.1349 3.9810 4.5137
H -5.8728 3.7966 2.4500
H -6.1973 5.5091 2.7317
```

Output
- DFT total energy (eV) = -413577.739
- orbital gap (eV) = 3.67
- HOMO level (eV) = -2.1
- net charge = -1